Version 1
ORCA calculation (ωB97M-V/def2-TZVPD) on 2 unconnected molecules or ions with the total composition Br5HSi2.

Structure (XYZ):
```
8
Properties=species:S:1:pos:R:3:lowdin_charge:R:1
Si 0.43644 -0.36438 -0.76422 -0.62
Si 4.18498 -4.14174 -4.47627 -0.08
Br 1.45356 -0.27921 -2.74686 0.24
Br 1.77331 -1.50660 0.63202 0.25
Br -1.42604 -1.60406 -1.10490 0.20
Br 4.75144 -2.16228 -3.68572 0.10
Br 1.94534 -4.37442 -3.86455 0.01
H -0.30619 0.77554 -0.22277 -0.09
```

Results
Gap between HOMO and LUMO = 8.335 eV

Version 2
ORCA calculation (ωB97M-V/def2-TZVPD) on 2 unconnected molecules or ions with the total composition Br5HSi2.

Structure (XYZ):
```
8
Properties=species:S:1:pos:R:3:lowdin_charge:R:1
Si -1.53042 -0.07817 -0.12315 -0.64
Si 2.42494 0.18989 1.07603 -0.06
Br -0.35471 0.48255 -1.92222 0.23
Br -0.89475 1.24924 1.53185 0.27
Br 2.03395 -1.36817 -0.41618 0.09
Br 2.42750 2.06326 -0.38616 -0.03
Br -1.08364 -2.11990 0.72352 0.19
H -3.02289 -0.41869 -0.48367 -0.04
```

Results
Gap between HOMO and LUMO = 8.423 eV

Which structure is the least stable? The one labeled version 2.

Version 1
ORCA calculation (ωB97M-V/def2-TZVPD) on 2 unconnected molecules or ions with the total composition C3H11N2O.

Structure (XYZ):
```
17
Properties=species:S:1:pos:R:3:lowdin_charge:R:1
C 0.46522 -0.90007 2.69665 -0.10
N 0.76903 0.01396 1.39419 -0.04
H -0.16122 0.08694 0.70147 0.12
H 1.50288 -0.31737 0.68219 0.08
H 0.94699 1.01071 1.60346 0.07
H 1.59769 -0.96079 2.88383 0.07
H -0.09976 -0.23869 3.35105 0.06
H 0.32795 -1.88995 2.43892 0.01
C -0.39742 -0.68278 -2.36671 -0.04
C -0.04680 0.80083 -1.82199 -0.54
O 0.99901 1.34352 -1.56037 -0.01
N -1.10484 1.31600 -0.89724 0.00
H -1.26898 -0.71765 -3.00838 0.06
H -0.72927 -1.28188 -1.53479 0.03
H -1.13982 2.30777 -0.72999 0.05
H -2.17869 1.00081 -0.98193 0.13
H 0.51802 -0.89135 -2.85036 0.05
```

Results
Gap between HOMO and LUMO (alpha / beta) = 4.528 / 10.436 eV
⟨S²⟩ = 0.751
Multiplicity = 2

Version 2
ORCA calculation (ωB97M-V/def2-TZVPD) on 2 unconnected molecules or ions with the total composition C3H11N2O.

Structure (XYZ):
```
17
Properties=species:S:1:pos:R:3:lowdin_charge:R:1
C -0.54441 -1.83015 1.53494 -0.02
C -0.05900 -0.40382 1.61002 -0.57
O -0.29029 0.46152 0.73440 -0.07
N 0.65934 -0.03129 2.75551 0.08
H 0.34091 -2.42887 1.75480 0.08
H -1.08973 -2.04556 0.62029 0.08
H 0.63096 0.88919 3.31453 0.14
H 0.98525 -0.88453 3.39352 0.14
H -1.36095 -1.86935 2.30734 0.10
C 0.06214 0.36119 -2.58327 -0.24
N 0.11517 1.68138 -1.84592 -0.05
H -0.89767 1.99149 -1.77048 0.06
H 0.51382 1.47311 -0.96816 0.02
H 0.71302 2.39725 -2.36877 0.03
H 1.21256 0.11594 -2.75972 0.08
H -0.43641 0.55410 -3.62833 0.07
H -0.55469 -0.43158 -2.10072 0.06
```

Results
Gap between HOMO and LUMO (alpha / beta) = 3.620 / 10.827 eV
⟨S²⟩ = 0.751
Multiplicity = 2

Which structure is the least stable? The one labeled version 1.

Version 1
ORCA calculation (ωB97M-V/def2-TZVPD) on 2 unconnected molecules or ions with the total composition CH6N2O3S.

Structure (XYZ):
```
13
Properties=species:S:1:pos:R:3:lowdin_charge:R:1
C -2.12839 -0.14355 -0.17225 -0.08
N 2.56135 1.48552 0.20530 -0.14
N -0.14868 -1.43605 -0.12293 0.04
O 3.12535 -0.84753 0.77430 -0.39
O 2.77598 -0.43237 -1.64445 -0.37
O -1.02820 -0.70664 0.61606 -0.24
S 2.34805 -0.18067 -0.26418 0.73
H -1.83202 0.38054 -1.09740 0.08
H -2.71481 0.68493 0.34806 0.10
H -2.87681 -0.93685 -0.38956 0.09
H 3.33418 1.67448 0.87794 0.07
H 2.60106 2.12852 -0.56717 0.03
H 0.40406 -2.10380 0.50297 0.08
```

Results
Gap between HOMO and LUMO (alpha / beta) = 9.587 / 7.219 eV

Version 2
ORCA calculation (ωB97M-V/def2-TZVPD) on 2 unconnected molecules or ions with the total composition CH6N2O3S.

Structure (XYZ):
```
13
Properties=species:S:1:pos:R:3:lowdin_charge:R:1
C 2.79022 -1.05922 0.38077 -0.15
N 1.94066 -0.64353 -0.47300 0.00
N -0.84361 1.47503 0.05847 -0.24
O -2.68102 0.08167 -0.96568 -0.46
O -1.28595 -1.07595 0.51414 -0.32
O -1.85984 2.44430 -0.21888 -0.11
S -1.22259 0.05332 -0.71537 0.91
H 3.74381 -0.56128 0.64102 0.06
H -1.96236 -1.19403 1.18434 0.06
H 2.81601 -2.07477 0.94063 0.09
H 1.23279 -1.39166 -0.69504 0.03
H -0.00080 1.95068 -0.15224 0.09
H -2.66732 1.99545 -0.49917 0.05
```

Results
Gap between HOMO and LUMO = 10.091 eV

Version 3
ORCA calculation (ωB97M-V/def2-TZVPD) on 2 unconnected molecules or ions with the total composition CH6N2O3S.

Structure (XYZ):
```
13
Properties=species:S:1:pos:R:3:lowdin_charge:R:1
C 2.58373 0.82209 0.54506 0.03
N 1.50414 -0.33549 -1.16296 0.02
N -2.19456 -0.81965 0.02856 -0.21
O -2.61098 1.49514 -0.87662 -0.31
O -1.05171 1.04647 1.09361 -0.45
O 2.33251 0.64541 -0.71847 -0.17
S -1.35876 0.59139 -0.23696 0.76
H 3.37211 1.53310 0.63502 0.08
H 2.15710 0.33496 1.31260 0.04
H 1.53063 -0.42523 -2.15573 0.02
H -3.49035 1.44262 -0.54041 0.04
H -1.46416 -1.40518 0.59243 0.10
H -2.52108 -1.29883 -0.82112 0.06
```

Results
Gap between HOMO and LUMO (alpha / beta) = 8.233 / 9.290 eV

Which structure is the least stable? The one labeled version 3.

Version 1
ORCA calculation (ωB97M-V/def2-TZVPD) on 2 unconnected molecules or ions with the total composition C5H8BrCl.

Structure (XYZ):
```
15
Properties=species:S:1:pos:R:3:lowdin_charge:R:1
C -1.37619 -1.81167 0.80275 0.03
C -0.34554 -1.19686 0.23888 -0.23
C 0.32082 0.39015 -1.56567 -0.20
C 0.96178 1.23745 1.11358 -0.41
C -0.33313 0.18821 -0.19021 -0.84
Cl 2.44624 1.19254 0.18533 0.58
Br -1.93831 1.06294 -0.22689 0.85
H -1.26686 -2.76869 1.14483 0.03
H -2.24282 -1.28618 0.98056 0.00
H 0.59402 -1.50593 0.13680 0.07
H -0.35598 0.31182 -2.33538 0.04
H 0.69098 1.33446 -1.51207 0.00
H 1.20205 -0.22634 -1.75500 0.08
H 0.53098 2.17717 0.91145 0.00
H 1.11194 0.90093 2.07103 0.01
```

Results
Gap between HOMO and LUMO = 9.479 eV

Version 2
ORCA calculation (ωB97M-V/def2-TZVPD) on 2 unconnected molecules or ions with the total composition C5H8BrCl.

Structure (XYZ):
```
15
Properties=species:S:1:pos:R:3:lowdin_charge:R:1
C -0.14049 1.16282 1.76707 -0.15
C 0.06798 -0.11462 1.27065 -0.29
C -0.34832 -1.78757 -0.70979 -0.17
C 0.83217 1.07134 -1.42928 -0.50
C -0.62358 -0.56565 0.11843 -0.79
Cl 1.09955 2.21613 -0.22270 0.67
Br -2.37574 0.01852 -0.11618 0.79
H 0.38919 1.32971 2.68296 0.05
H -1.00584 1.71167 1.75174 0.00
H 1.10222 -0.56058 1.41679 0.13
H -1.14694 -2.42563 -0.77972 0.02
H 0.03965 -1.37979 -1.70978 0.09
H 0.39335 -2.47903 -0.27169 0.09
H 1.57333 0.29737 -1.56409 0.01
H 0.14348 1.50531 -2.20440 0.04
```

Results
Gap between HOMO and LUMO (alpha / beta) = 7.630 / 7.966 eV

Which structure is the least stable? The one labeled version 2.

Version 1
ORCA calculation (ωB97M-V/def2-TZVPD) on a gas-phase ion, C5H8NO2 (charge -1).

Structure (XYZ):
```
16
Properties=species:S:1:pos:R:3:lowdin_charge:R:1
C 0.20660 -0.37200 2.36084 -0.09
N 1.30255 -0.25036 1.74305 -0.05
C 1.21873 -0.29222 0.24600 -0.22
C 0.47751 0.89411 -0.39240 -0.22
C -0.52434 0.57702 -1.46455 -0.16
C -1.39966 -0.69015 -1.20188 -0.77
O -2.55333 -0.47336 -0.77357 -0.09
O -0.88522 -1.80315 -1.45602 -0.10
H 0.07612 -0.53197 3.42659 0.05
H -0.72748 -0.41699 1.78116 0.08
H 0.72287 -1.21984 -0.03347 0.09
H 2.28771 -0.22708 0.05498 0.09
H 1.15279 1.70991 -0.67665 0.09
H -0.07079 1.34120 0.45546 0.10
H -1.27970 1.34723 -1.65171 0.10
H -0.00437 0.40765 -2.41783 0.10
```

Results
Gap between HOMO and LUMO = 8.193 eV
Total charge = -1
SMILES string = C=NCCCC(=O)[O-]

Version 2
ORCA calculation (ωB97M-V/def2-TZVPD) on 2 unconnected molecules or ions with the total composition C5H8NO2.

Structure (XYZ):
```
16
Properties=species:S:1:pos:R:3:lowdin_charge:R:1
C 0.67066 1.23754 0.29803 -0.18
C -1.36991 1.37809 -0.16085 -0.18
C -0.06533 -0.80733 -0.76920 -0.21
C -0.40056 0.21161 0.16079 -0.31
C 1.21507 -1.58213 -0.91318 -0.17
N -0.93135 -0.13785 2.26532 -0.12
O -1.25205 -1.29163 2.57144 -0.28
O -0.32543 2.30354 0.10125 -0.14
H 1.19902 1.58097 1.26279 0.12
H 1.46849 1.15008 -0.41022 0.08
H -1.69709 1.31085 -1.16710 0.09
H -2.15752 1.46236 0.49959 0.07
H -0.91931 -1.53778 -1.03220 0.09
H 1.27317 -2.41605 -0.04764 0.11
H 2.03674 -0.89646 -0.81566 0.04
H 1.25541 -1.96583 -1.84316 0.00
```

Results
Gap between HOMO and LUMO (alpha / beta) = 5.220 / 5.637 eV
Total charge = -1

Which structure is the least stable? The one labeled version 2.

Version 1
ORCA calculation (ωB97M-V/def2-TZVPD) on a single C3H3NO molecule.

Structure (XYZ):
```
8
Properties=species:S:1:pos:R:3:lowdin_charge:R:1
C 2.00365 -0.42913 -0.17977 0.12
C 0.79309 -0.60181 0.23679 -0.02
C -0.74906 -0.47282 0.17690 -0.54
N -0.96583 0.80690 -0.07813 0.06
O -1.76499 -1.25834 -0.07187 -0.05
H 3.08697 -0.49954 -0.16515 0.03
H -0.36617 1.58751 0.54937 0.20
H -2.03767 0.86723 -0.46814 0.20
```

Results
Gap between HOMO and LUMO = 10.336 eV
SMILES string = C#CC(N)=O

Version 2
ORCA calculation (ωB97M-V/def2-TZVPD) on a single C3H3NO molecule.

Structure (XYZ):
```
8
Properties=species:S:1:pos:R:3:lowdin_charge:R:1
N 0.40882 2.77599 -0.22353 0.16
C 0.37702 1.67656 0.06315 -0.12
C 0.28981 0.21422 0.40041 -0.20
C -0.32749 -0.87674 -0.34602 -0.27
O -0.91112 -0.50964 0.74455 -0.01
H 1.02808 -0.38406 0.97595 0.15
H 0.05596 -2.04851 -0.32904 0.16
H -0.92107 -0.84781 -1.28546 0.12
```

Results
Gap between HOMO and LUMO = 11.785 eV
SMILES string = N#C[C@@H]1CO1

Which structure is the least stable? The one labeled version 1.